# 1
Here is a structure of composition C3H2FO2Pt from OMol25. Energies are from ωB97M-V/def2-TZVPD.

HOMO (spin up / spin down)	-7.77 / -9.56	eV
energy relative to the best compared isomer or geometry (same formula, charge and spin)	3.846	eV
multiplicity	4
energy	-484.7695	hartree
gap between HOMO and LUMO (spin up / spin down)	7.013 / 7.533	eV
<S²>	3.8144
M	284.12	g mol⁻¹

Geometry (Å):
1 H -0.047 -0.094 1.888
2 C -0.171 0.855 -0.592
3 C 0.281 -0.418 -0.281
4 O -0.039 -1.457 -1.177
5 C -0.483 -2.585 -0.830
6 O -0.205 1.779 0.296
7 H -0.799 0.922 -1.494
8 F 1.514 -0.558 0.209
9 Pt -0.050 1.556 1.981

# 2
Here is a structure of composition C3H2FO2Sc from OMol25. Energies are from ωB97M-V/def2-TZVPD.

HOMO (spin up / spin down)	-10.74 / -10.87	eV
energy relative to the best compared isomer or geometry (same formula, charge and spin)	2.915	eV
multiplicity	2
energy	-1126.0916	hartree
charge	+1
gap between HOMO and LUMO (spin up / spin down)	3.937 / 4.037	eV
<S²>	0.7573
M	134.00	g mol⁻¹

Geometry (Å):
1 C -0.236 -0.380 0.579
2 C 1.499 0.506 -1.019
3 O 0.427 -0.904 -0.369
4 O 0.068 0.916 0.737
5 C 1.244 1.341 0.071
6 H 2.497 0.128 -1.250
7 F 0.831 0.801 -2.207
8 H 2.064 1.508 0.773
9 Sc -2.143 -1.222 1.625

# 3
Here is a structure of composition C3H2FO3Yb from OMol25. Energies are from ωB97M-V/def2-TZVPD.

HOMO (spin up / spin down)	-14.52 / -17.05	eV
energy relative to the best compared isomer or geometry (same formula, charge and spin)	3.968	eV
multiplicity	2
energy	-1598.9783	hartree
charge	+2
gap between HOMO and LUMO (spin up / spin down)	3.464 / 5.987	eV
<S²>	0.7540
M	278.08	g mol⁻¹

Geometry (Å):
1 C -1.099 0.723 0.068
2 C -1.229 -0.768 -0.119
3 O -0.065 -1.199 -0.469
4 C 0.920 -0.211 -0.147
5 O 0.259 0.884 0.229
6 O 2.074 -0.393 -0.272
7 Yb 4.618 0.527 0.230
8 F -1.610 1.546 -0.795
9 H -1.864 -1.490 0.415
10 H -2.004 0.381 0.860

# 4
Here is a structure of composition C3H2FeLiO2 from OMol25. Energies are from ωB97M-V/def2-TZVPD.

HOMO (spin up / spin down)	-21.30 / -24.40	eV
multiplicity	7
energy	-1535.7249	hartree
charge	+3
gap between HOMO and LUMO (spin up / spin down)	6.827 / 5.277	eV
<S²>	12.0107
M	132.83	g mol⁻¹

Geometry (Å):
1 C -0.373 2.077 -0.996
2 C 0.757 1.657 -0.848
3 H -1.345 2.519 -0.835
4 H 1.777 1.325 -0.976
5 O 0.279 -1.554 1.795
6 C 0.677 -2.010 0.695
7 O 0.190 -1.810 -0.405
8 Li -0.695 -0.344 -1.200
9 Fe -1.268 -1.861 2.769